(1)
Molecular formula: C35H26NO7PS
Method: DFT, wB97M-V/def2-TZVPD

```
! RIJCOSX wB97M-V def2-TZVPD def2/J DEFGRID3
* xyz 0 1
C 1.2327 1.0931 -1.7419
P 1.8812 2.7897 -1.6964
C 3.3291 2.7286 -2.8021
O 0.7793 3.6741 -2.6656
S 0.0928 4.9018 -1.8803
O -0.3367 5.7991 -2.9147
O -1.3423 4.2068 -1.3008
C -1.8750 3.1105 -1.9464
C -2.1436 1.9627 -1.2281
C -2.6576 0.8699 -1.9030
N -2.9148 0.8393 -3.2062
C -2.6755 1.9714 -3.8642
C -2.1674 3.1248 -3.2953
H 0.1664 1.0902 -1.9462
H 1.3682 0.6881 -0.7437
H 1.7067 0.4348 -2.4635
H 4.1943 2.9085 -2.1756
H 3.2709 3.5192 -3.5433
H 3.4269 1.7825 -3.3247
H -1.9608 1.9067 -0.1683
H -2.8648 -0.0315 -1.3452
H -2.9028 1.9739 -4.9191
H -2.0002 4.0049 -3.8914
C 1.2172 -0.8351 6.1679
C 2.0437 -0.0364 6.9507
C 2.2260 1.2987 6.6330
C 1.5892 1.8407 5.5249
C 0.7727 1.0341 4.7286
C 0.5837 -0.3019 5.0592
C 0.1104 1.5813 3.5126
O -0.6034 0.8840 2.8189
C 0.3582 3.0049 3.1647
C -0.2066 3.5196 2.0078
C 0.0058 4.8379 1.6578
C 0.7775 5.6601 2.4714
C 1.3432 5.1547 3.6312
C 1.1441 3.8244 3.9780
C 1.7890 3.2865 5.2089
O 2.4592 3.9947 5.9287
H 1.0715 -1.8763 6.4226
H 2.5457 -0.4578 7.8113
H 2.8629 1.9285 7.2380
H -0.0569 -0.9164 4.4418
H -0.8054 2.8789 1.3790
H -0.4353 5.2174 0.7495
H 0.9420 6.6934 2.1970
H 1.9481 5.7827 4.2698
C -2.8549 -3.5005 0.8407
C -2.0413 -2.3936 0.6175
C -1.1162 -2.4118 -0.4126
C -0.9935 -3.5379 -1.2178
C -1.7986 -4.6541 -0.9795
C -2.7341 -4.6271 0.0466
C -1.6617 -5.8891 -1.8022
O -2.3633 -6.8571 -1.6016
C -0.6289 -5.8997 -2.8784
C -0.4477 -7.0550 -3.6268
C 0.4962 -7.0819 -4.6386
C 1.2592 -5.9521 -4.9130
C 1.0859 -4.7990 -4.1676
C 0.1479 -4.7701 -3.1439
C -0.0034 -3.5290 -2.3344
O 0.6583 -2.5399 -2.5741
H -3.5830 -3.4826 1.6409
H -2.1263 -1.5182 1.2455
H -0.4828 -1.5550 -0.5975
H -3.3595 -5.4925 0.2158
H -1.0483 -7.9268 -3.4090
H 0.6385 -7.9843 -5.2180
H 1.9918 -5.9740 -5.7086
H 1.6760 -3.9164 -4.3705
*
```

Results
Largest force on an atom ... 0.0166 Eh/bohr
DFT total energy ... -72664.2597 eV
Orbital gap ... 8.1 eV
E_HOMO ... -9.195 eV

Löwdin charges, unit e, in atom order: -0.255, 0.856, -0.264, -0.591, 0.866, -0.378, -0.263, -0.336, -0.010, -0.146, 0.072, -0.129, -0.001, 0.021, 0.034, 0.041, 0.028, 0.042, 0.036, 0.106, 0.098, 0.107, 0.114, -0.057, -0.056, -0.002, -0.080, -0.083, -0.003, -0.276, 0.090, -0.079, 0.003, -0.060, -0.041, 0.003, -0.081, -0.276, 0.109, 0.107, 0.108, 0.121, 0.118, 0.094, 0.066, 0.110, 0.121, -0.052, -0.056, -0.008, -0.077, -0.081, -0.001, -0.276, 0.108, -0.081, -0.002, -0.056, -0.057, -0.003, -0.082, -0.272, 0.098, 0.108, 0.104, 0.109, 0.121, 0.120, 0.107, 0.107, 0.119

=====

(2)
Molecular formula: CH4NP
Method: DFT, wB97M-V/def2-TZVPD

```
! RIJCOSX wB97M-V def2-TZVPD def2/J DEFGRID3
* xyz 0 1
C -0.7408 -0.9089 0.7575
N 0.2664 0.3144 -1.3166
P 1.0511 1.4210 -0.6488
H -1.2614 -1.7132 0.3884
H -1.2616 -0.1520 1.3402
H 0.3417 -0.9800 1.2679
H 1.6046 2.0186 -1.7886
*
```

Results
Energy above the lowest of the compared OMol25 structures with the same formula, charge and spin ... 4.021 eV
Largest force on an atom ... 0.1072 Eh/bohr
DFT total energy ... -11875.4900 eV
Orbital gap (alpha / beta) ... 8.0 / 9.1 eV
E_HOMO (alpha / beta) ... -8.702 / -9.277 eV

Löwdin charges, unit e, in atom order: 0.015, -0.415, 0.596, -0.050, -0.018, 0.041, -0.169

=====

(3)
Molecular formula: C10H11NOP
Method: DFT, wB97M-V/def2-TZVPD

```
! RIJCOSX wB97M-V def2-TZVPD def2/J DEFGRID3
* xyz 1 1
O 1.4969 -0.3573 -2.2326
C 1.6264 0.1440 -1.1584
C 2.3990 1.3196 -0.7461
C 2.4054 1.4897 0.5760
C 1.4464 0.5058 1.2224
N 0.9014 -0.3937 0.0546
P 1.4858 -2.1257 0.4062
C -0.5835 -0.2891 -0.0551
C -1.1453 0.9914 -0.3288
C -2.5502 1.0422 -0.4782
C -3.3259 -0.0179 -0.2061
C -2.7760 -1.2260 0.2400
C -1.4299 -1.3584 0.3242
H 2.9252 1.7482 -1.6097
H 2.9254 2.2882 1.0737
H 2.0193 -0.1915 2.0378
H 0.5986 1.1702 1.7447
H 2.7420 -1.6971 0.1088
H 0.8490 -2.6899 -0.8493
H -0.6293 1.8413 -0.4862
H -2.9368 1.9495 -0.6377
H -4.3304 0.2291 -0.3099
H -3.2605 -2.1277 0.5791
H -0.8531 -2.2452 0.7305
*
```

Results
Energy above the lowest of the compared OMol25 structures with the same formula, charge and spin ... 3.712 eV
Largest force on an atom ... 0.0986 Eh/bohr
DFT total energy ... -23365.2066 eV
SMILES string ... O=C1C=CC[N@@+]1(P)c1ccccc1
Orbital gap ... 9.2 eV
E_HOMO ... -13.362 eV

Löwdin charges, unit e, in atom order: 0.169, -0.447, 0.021, -0.002, -0.118, -0.325, 1.025, -0.211, 0.035, -0.039, -0.038, -0.036, -0.068, 0.149, 0.129, 0.155, 0.183, -0.069, 0.020, 0.085, 0.082, 0.105, 0.122, 0.071

=====

(4)
Molecular formula: C71H69CaN4O3P2Si
Method: DFT, wB97M-V/def2-TZVPD

```
! RIJCOSX wB97M-V def2-TZVPD def2/J DEFGRID3
* xyz -1 1
Ca -1.1208 -0.0121 -0.4883
C -1.7709 0.1594 -4.4474
C -2.4462 1.4574 -4.0727
C -2.5437 2.4815 -5.0088
C -3.2209 3.6543 -4.7125
C -3.8225 3.7908 -3.4703
C -3.7399 2.7871 -2.5079
C -4.4100 2.9511 -1.1807
C -3.0183 1.6161 -2.7973
N -2.7558 0.6060 -1.8353
C -3.7483 -0.1246 -1.3068
O -4.9707 -0.0502 -1.4659
C -3.2378 -1.2937 -0.4527
C -3.9137 -1.7725 0.6521
C -3.4163 -2.9081 1.2844
C -2.3394 -3.5863 0.7345
C -1.7180 -3.0561 -0.3891
N -2.1352 -1.9030 -0.9263
C -0.7693 -3.9122 -1.2428
O -1.0146 -5.1298 -1.1741
N 0.1206 -3.2879 -2.0043
C 0.5953 -4.0348 -3.1051
C -0.3283 -4.4522 -4.0953
C -1.7964 -4.1920 -3.9169
C 0.1166 -5.1204 -5.2304
C 1.4622 -5.4119 -5.4201
C 2.3666 -5.0051 -4.4538
C 1.9577 -4.3113 -3.3141
C 3.0136 -3.8614 -2.3365
H -1.0055 0.3128 -5.2114
H -2.5069 -0.5454 -4.8454
H -1.3314 -0.3232 -3.5777
H -2.0824 2.3520 -5.9828
H -3.2884 4.4504 -5.4450
H -4.3743 4.6968 -3.2317
H -4.7021 3.9890 -1.0003
H -3.7474 2.6252 -0.3837
H -5.2983 2.3187 -1.1255
H -4.8161 -1.2812 0.9895
H -3.8981 -3.2886 2.1777
H -1.9825 -4.5256 1.1355
H -1.9809 -3.1685 -3.5912
H -2.2095 -4.8500 -3.1461
H -2.3347 -4.3754 -4.8472
H -0.6102 -5.4252 -5.9794
H 1.7916 -5.9538 -6.3001
H 3.4260 -5.2114 -4.5859
H 3.9633 -4.3534 -2.5591
H 2.7386 -4.1077 -1.3101
H 3.1770 -2.7782 -2.3954
C 2.4244 -1.9035 0.2296
N 3.3189 -0.7459 0.2232
C 2.7151 0.5674 0.1183
P 1.4898 0.6616 -1.2825
C 2.4428 -0.0323 -2.6788
C 1.7473 -0.7022 -3.6795
C 2.4095 -1.1591 -4.8123
C 3.7784 -0.9773 -4.9281
C 4.4846 -0.3264 -3.9191
C 3.8200 0.1541 -2.8014
C 1.5333 2.4290 -1.7837
C 2.3787 3.4152 -1.2891
C 2.3048 4.7128 -1.7849
C 1.3800 5.0376 -2.7677
C 0.5165 4.0610 -3.2530
C 0.5942 2.7699 -2.7609
C 4.6197 -0.8619 0.7100
C 5.3530 -2.0378 0.4884
C 6.6513 -2.1645 0.9554
C 7.2724 -1.1233 1.6366
C 6.5597 0.0489 1.8468
C 5.2509 0.1816 1.3994
P 0.8975 -1.7287 1.3205
C 1.6434 -1.0121 2.8303
C 0.9022 -0.0775 3.5451
C 1.3696 0.4026 4.7669
C 2.5940 -0.0290 5.2567
C 3.3514 -0.9451 4.5310
C 2.8725 -1.4429 3.3302
C 0.7279 -3.4617 1.9423
C 0.9554 -4.5668 1.1272
C 0.7874 -5.8572 1.6136
C 0.3851 -6.0617 2.9243
C 0.1289 -4.9654 3.7414
C 0.2913 -3.6780 3.2539
H 2.9703 -2.7803 0.5532
H 2.0201 -2.1090 -0.7627
H 3.4904 1.3041 -0.0559
H 2.1862 0.8488 1.0348
H 0.6880 -0.8980 -3.5609
H 1.8564 -1.6894 -5.5799
H 4.3037 -1.3586 -5.7970
H 5.5570 -0.1901 -4.0059
H 4.3806 0.6762 -2.0305
H 3.0908 3.2011 -0.4995
H 2.9673 5.4749 -1.3881
H 1.3192 6.0524 -3.1427
H -0.2319 4.3050 -3.9996
H -0.1029 2.0205 -3.1278
H 4.9122 -2.8511 -0.0781
H 7.1896 -3.0873 0.7683
H 8.2892 -1.2254 1.9972
H 7.0173 0.8721 2.3842
H 4.7096 1.0916 1.6321
H -0.0447 0.2700 3.1434
H 0.7741 1.1114 5.3277
H 2.9606 0.3482 6.2056
H 4.3135 -1.2777 4.9067
H 3.4585 -2.1799 2.7884
H 1.2149 -4.4242 0.0873
H 0.9471 -6.6996 0.9508
H 0.2556 -7.0668 3.3061
H -0.2025 -5.1149 4.7637
H 0.0783 -2.8323 3.8999
C -1.0745 3.9841 0.0735
C -0.8955 3.8613 1.5977
C -1.1893 5.2449 2.2003
C 0.5677 3.4767 1.8866
Si -1.9703 2.3886 2.1909
O -1.6387 1.0999 1.3044
C -3.8239 2.8037 2.2362
C -4.7386 1.8323 1.8110
C -6.1111 2.0233 1.9171
C -6.6050 3.2019 2.4638
C -5.7165 4.1739 2.9136
C -4.3446 3.9715 2.8056
C -1.7680 2.1122 4.0751
C -2.4257 1.0012 4.6260
C -2.4809 0.7873 5.9961
C -1.8901 1.6976 6.8687
C -1.2330 2.8069 6.3525
C -1.1674 3.0008 4.9737
H -0.3632 4.7123 -0.3398
H -2.0846 4.3179 -0.1842
H -0.9047 3.0323 -0.4345
H -0.4339 5.9644 1.8547
H -1.1756 5.2532 3.2941
H -2.1648 5.6163 1.8729
H 1.2512 4.2429 1.4955
H 0.8100 2.5261 1.4006
H 0.7668 3.3556 2.9584
H -4.3592 0.9148 1.3623
H -6.7943 1.2595 1.5576
H -7.6742 3.3652 2.5397
H -6.0937 5.0906 3.3548
H -3.6744 4.7338 3.1923
H -2.9110 0.2888 3.9572
H -2.9958 -0.0834 6.3893
H -1.9403 1.5426 7.9399
H -0.7641 3.5203 7.0211
H -0.6327 3.8700 4.6035
*
```

Results
Energy above the lowest of the compared OMol25 structures with the same formula, charge and spin ... 0.205 eV
Largest force on an atom ... 0.0458 Eh/bohr
DFT total energy ... -131752.9647 eV
Orbital gap ... 7.2 eV
E_HOMO ... -5.075 eV

Löwdin population analysis, charges in e, atoms 1 to 99: 1.165, -0.045, -0.229, -0.079, -0.112, -0.059, -0.195, -0.045, -0.189, -0.058, -0.520, 0.030, -0.265, 0.000, -0.020, -0.003, -0.203, 0.001, -0.565, -0.004, 0.126, -0.201, -0.202, -0.043, -0.071, -0.116, -0.083, -0.212, -0.045, 0.077, 0.092, 0.037, 0.105, 0.091, 0.103, 0.087, 0.044, 0.082, 0.114, 0.109, 0.116, 0.068, 0.078, 0.072, 0.099, 0.087, 0.097, 0.076, 0.050, 0.063, -0.325, -0.159, -0.332, 1.043, -0.360, -0.098, -0.070, -0.082, -0.081, -0.083, -0.358, -0.095, -0.090, -0.087, -0.061, -0.097, -0.255, -0.026, -0.091, -0.115, -0.096, -0.036, 1.106, -0.391, -0.092, -0.060, -0.082, -0.077, -0.087, -0.352, -0.103, -0.068, -0.093, -0.091, -0.095, 0.071, 0.032, 0.061, 0.072, 0.074, 0.113, 0.102, 0.101, 0.105, 0.095, 0.102, 0.101, 0.103, 0.089